# C16H32Br16

A 8-piece molecular cluster, C16H32Br16 overall in a non-equilibrium geometry (the ωB97M-V functional and the def2-TZVPD basis, the OMol25 dataset).

Values from the calculation:
HOMO energy (alpha / beta)	-12.14 / -12.12	eV
2S+1	2
HOMO-LUMO gap (alpha / beta)	0.330 / 0.105	hartree
energy above the lowest of the compared OMol25 structures with the same formula, charge and spin	66.37	kJ/mol
E	-1137781.1659	eV
charge	+1

Structure (XYZ):
```
64
Properties=species:S:1:pos:R:3:forces:R:3:lowdin_charge:R:1
Br 5.2792 3.8956 4.6768 -0.2 -0.4 -0.5 0.65
C 5.0903 2.3546 3.5072 -0.6 -1.3 -0.6 -0.72
C 4.0828 2.5743 2.3684 1.5 1.1 -0.2 -0.63
Br 4.0510 1.0326 1.0875 -0.3 0.7 0.9 0.64
H 4.7482 1.4836 4.0663 0.2 0.3 0.5 0.06
H 6.0530 2.1003 3.0637 0.0 0.3 0.3 0.05
H 4.5545 3.3467 1.7608 -0.5 0.1 -0.2 0.04
H 3.1182 2.9378 2.7226 -0.2 -0.7 -0.3 0.06
Br -0.0204 7.5117 -0.0478 -0.3 -1.5 -0.7 0.63
C -0.4461 5.8543 -1.0952 0.4 -0.2 -1.3 -0.66
C -0.4098 4.5602 -0.2793 -0.8 1.0 0.4 -0.55
Br -1.1050 2.9492 -1.2922 0.8 1.0 0.4 0.75
H 0.2106 5.7730 -1.9614 0.8 0.3 0.4 0.05
H -1.3681 6.0072 -1.6561 -0.5 0.1 0.9 0.06
H -1.1237 4.7214 0.5285 0.0 -0.6 0.1 0.06
H 0.5630 4.2939 0.1340 -0.1 -0.1 -0.3 0.06
Br -0.4658 0.1765 2.3175 0.0 -0.2 -0.5 0.68
C -0.5530 -0.5394 0.4853 0.0 0.0 0.2 -0.72
C 0.6670 -0.0235 -0.2083 0.5 0.9 0.1 -0.73
Br 0.6679 -0.6311 -2.1067 0.2 0.5 1.0 0.74
H -1.4204 -0.1249 -0.0285 -0.2 -0.1 0.4 0.02
H -0.6481 -1.6239 0.5396 0.2 0.3 0.2 -0.04
H 1.6410 -0.1559 0.2627 -0.2 -1.0 -0.3 -0.06
H 0.6037 1.0644 -0.1863 -0.3 0.1 -0.7 -0.03
Br -2.4192 -2.8953 -0.9069 -0.9 0.1 -0.6 0.65
C -4.2165 -2.2398 -1.5657 0.1 -0.2 0.4 -0.58
C -5.0331 -3.4812 -1.8831 -0.5 -0.1 -0.8 -0.62
Br -6.9404 -3.0288 -2.5085 1.7 -0.2 0.5 0.54
H -4.0068 -1.6269 -2.4423 0.0 -0.3 0.0 0.06
H -4.5933 -1.5825 -0.7820 0.0 -0.4 0.0 0.02
H -5.1460 -4.2417 -1.1104 -0.1 0.6 0.3 0.05
H -4.5445 -4.0059 -2.7041 -0.3 0.2 -0.2 0.05
Br 2.2316 2.5802 -2.5879 -0.7 -0.5 -0.8 0.79
C 1.5541 1.9578 -4.3488 -0.4 -0.5 -1.7 -0.64
C 2.3664 2.4046 -5.5565 1.0 0.4 -0.4 -0.64
Br 1.5790 1.8408 -7.3137 0.1 0.3 1.4 0.63
H 0.5213 2.2891 -4.4570 0.1 0.2 0.5 0.06
H 1.5606 0.8715 -4.4381 0.0 0.0 1.0 0.02
H 3.3414 1.9180 -5.5850 -0.1 0.0 0.2 0.05
H 2.5608 3.4760 -5.6043 -0.4 0.0 -0.1 0.06
Br -2.6372 -3.2723 2.8849 0.6 -1.2 -0.1 0.54
C -1.6152 -4.9792 2.4838 0.6 0.7 -1.2 -0.61
C -0.1903 -4.5871 2.0779 -0.3 -0.1 0.9 -0.75
Br 0.7748 -6.1952 1.5022 -0.2 0.2 0.2 0.62
H -2.0086 -5.4497 1.5827 -0.8 0.0 0.5 0.04
H -1.6267 -5.6319 3.3567 -0.2 0.3 -0.1 0.06
H 0.2851 -4.1770 2.9690 0.5 0.0 -0.4 0.05
H -0.1159 -3.9213 1.2181 -0.3 0.0 0.3 -0.02
Br 5.1085 -3.7062 -2.5703 -0.7 0.5 0.8 0.56
C 3.6163 -3.3842 -1.2483 1.2 0.0 0.5 -0.64
C 4.0988 -2.6236 0.0251 -0.2 -0.6 -0.3 -0.58
Br 2.5193 -2.5897 1.2649 0.8 0.2 -0.6 0.67
H 3.3016 -4.3998 -1.0083 -0.1 0.3 0.1 0.04
H 2.8430 -2.8272 -1.7775 0.2 -0.1 0.1 0.00
H 4.5360 -1.6424 -0.1597 -0.9 0.3 -0.2 0.02
H 4.8846 -3.0609 0.6410 -0.3 -0.8 -0.4 0.06
Br -4.4904 0.8588 5.0561 -0.4 0.3 -0.8 0.60
C -5.1405 1.2952 3.2134 1.1 -0.2 0.0 -0.63
C -3.9611 0.9260 2.2935 -1.0 -0.1 -0.2 -0.68
Br -4.4874 1.3088 0.3955 0.3 -0.1 0.5 0.58
H -5.4355 2.3438 3.1732 0.2 -0.2 0.2 0.06
H -5.9960 0.6558 2.9956 0.1 0.1 0.2 0.06
H -3.8378 -0.1563 2.3339 0.3 0.2 -0.1 0.02
H -3.0107 1.4415 2.4320 -0.4 0.0 0.2 -0.01
```
Positions in Å, forces in eV/Å.